Record 1
{"formula": "C12H25F3NO2P2Tl", "method": "ωB97M-V/def2-TZVPD", "homo_ev": -4.294, "de_lowest_ev": 3.7162, "homo_lumo_gap_ev": 3.52, "elements": ["C", "C", "N", "C", "C", "C", "C", "P", "Tl", "P", "C", "O", "O", "H", "H", "H", "C", "C", "H", "H", "H", "H", "C", "C", "H", "H", "H", "H", "H", "H", "H", "H", "H", "H", "H", "H", "H", "H", "H", "H", "H", "H", "F", "C", "F", "F"], "positions_angstrom": [[0.933171, -1.099393, -2.970567], [0.973006, -1.056863, -1.562149], [-0.164948, -0.990832, -0.840577], [-1.329355, -1.274444, -1.489546], [-1.398199, -1.617374, -2.849665], [-0.244098, -1.491962, -3.592310], [2.306186, -0.978207, -0.881490], [2.243344, -0.623918, 0.917112], [-0.201767, -1.452256, 1.886529], [-2.424135, -0.457930, 0.964264], [-2.656968, -1.259629, -0.710001], [2.459674, 3.669527, -2.673519], [-1.292149, 2.787443, -0.972268], [1.898661, -1.221849, -3.485889], [-2.389730, -1.762289, -3.284528], [-0.269101, -1.750972, -4.647356], [3.537279, -1.860139, 1.202009], [3.053713, 0.945396, 1.231796], [-3.461066, -0.720892, -1.261865], [-2.994642, -2.299957, -0.510941], [3.035846, -0.427882, -1.420139], [2.700871, -1.989915, -0.959521], [-3.891864, -0.951751, 1.901460], [-2.899695, 1.230637, 0.576930], [-0.670271, 3.023050, -0.245933], [-1.946873, 3.512174, -1.118316], [2.672102, 3.383157, -1.809670], [2.053801, 2.963449, -3.229110], [0.429379, -2.999546, 2.390387], [0.917133, 4.417181, 0.441294], [4.332753, -1.662050, 0.494751], [3.990393, -1.944529, 2.173535], [3.139216, -2.839804, 0.965500], [4.138755, 0.852080, 1.175924], [2.701744, 1.724500, 0.557624], [2.826151, 1.331317, 2.227622], [-3.889303, 1.337509, 0.093575], [-2.836423, 1.874817, 1.456494], [-2.092099, 1.643358, -0.051399], [-4.804219, -0.558166, 1.426953], [-3.946973, -2.045022, 1.942436], [-3.778658, -0.560788, 2.924089], [-0.108801, 1.686366, 2.476696], [-0.199296, 0.477740, 3.165209], [0.878224, 0.466003, 4.005488], [-1.330751, 0.572672, 3.969092]], "forces_ev_per_angstrom": [[0.7, -1.8, 0.6], [-0.8, 1.6, -1.1], [-0.6, -1.2, -1.0], [-0.2, 0.0, -0.1], [-0.3, 1.1, 1.0], [0.1, 0.0, -0.4], [-1.2, -0.7, 0.3], [0.3, -0.5, -0.2], [0.8, 0.9, 0.7], [-1.9, -0.2, -1.3], [0.4, 0.0, 0.7], [-0.4, 0.1, -2.8], [-0.4, 0.5, -0.8], [-0.6, 0.6, 0.1], [0.5, -0.3, 0.0], [0.1, 0.3, 0.1], [0.4, -0.5, 0.4], [0.2, 0.7, 0.3], [0.6, -0.4, 0.3], [0.2, 0.5, -0.3], [0.4, 1.1, -0.5], [0.0, -0.2, 0.2], [-0.1, -0.7, 0.3], [1.0, 0.5, 0.5], [0.3, 1.1, -0.4], [1.3, -0.5, 0.5], [-0.2, -0.7, 1.5], [0.5, 0.7, 1.3], [-0.6, 0.4, -0.4], [-0.2, -0.7, -0.1], [0.3, 0.1, -0.1], [-0.1, 0.3, 0.6], [-0.2, -0.2, 0.0], [0.0, -0.1, -0.2], [-0.1, 0.1, -0.1], [-0.2, -0.2, 0.0], [0.5, -0.5, 0.2], [-0.2, -0.2, 0.2], [-0.6, -0.1, -0.3], [0.4, -0.1, 0.2], [-0.1, 0.1, 0.2], [-0.2, -0.1, -0.3], [-0.3, -1.6, 0.7], [0.2, 0.8, 0.1], [-0.4, 0.2, 0.0], [0.7, 0.1, -0.6]]}

Record 2
{"formula": "C12H25F3NO5P2SY", "method": "ωB97M-V/def2-TZVPD", "homo_ev": -6.820, "de_lowest_ev": 0.0000, "homo_lumo_gap_ev": 6.92, "elements": ["C", "C", "N", "C", "C", "C", "C", "P", "Y", "P", "C", "O", "O", "H", "H", "H", "C", "C", "H", "H", "H", "H", "C", "C", "H", "H", "H", "H", "H", "H", "H", "H", "H", "H", "H", "H", "H", "H", "H", "H", "H", "H", "F", "C", "F", "F", "S", "O", "O", "O"], "positions_angstrom": [[-2.307518, -1.244398, -2.617388], [-1.730713, -0.439232, -1.615005], [-0.424395, -0.659244, -1.221049], [0.244192, -1.716798, -1.729234], [-0.305887, -2.549031, -2.701661], [-1.599470, -2.302749, -3.153535], [-2.602855, 0.481548, -0.924613], [-1.970938, 1.805121, 0.073730], [0.374390, 0.451275, 0.900270], [2.326630, -1.540183, 0.312163], [1.685477, -2.040526, -1.343737], [-3.436318, -1.512925, 0.891651], [-0.985860, -1.699591, 1.569026], [-3.342864, -1.046059, -2.888852], [0.306266, -3.363021, -3.089118], [-2.054855, -2.959601, -3.886588], [-1.895707, 3.353899, -0.909069], [-3.414915, 2.199238, 1.148987], [1.832711, -3.127434, -1.416947], [2.351360, -1.562461, -2.083519], [-3.427273, -0.840029, 0.136778], [-3.548482, 0.659421, -1.445533], [4.045310, -1.044769, -0.103994], [2.581933, -3.139978, 1.164718], [-0.024452, 0.102512, 3.442070], [-0.722682, -2.621371, 1.738617], [-1.979683, -1.755594, 1.306383], [-4.191203, -2.123103, 0.756347], [1.400332, 1.400910, -0.536232], [-0.448465, -0.469095, 3.166894], [-2.880289, 3.845667, -0.977510], [-1.175193, 4.011590, -0.393717], [-1.508287, 3.126994, -1.911930], [-4.164467, 2.813842, 0.619349], [-3.863692, 1.248254, 1.477493], [-3.045383, 2.738453, 2.037057], [3.327693, -3.775684, 0.656743], [2.922123, -2.917508, 2.189395], [1.603223, -3.644912, 1.210597], [4.707504, -1.925662, -0.191512], [4.027766, -0.467742, -1.044605], [4.391976, -0.390493, 0.713494], [3.521442, 4.569701, 1.149294], [2.812258, 3.533770, 0.671799], [1.891302, 4.015268, -0.204099], [3.657698, 2.699192, 0.018672], [1.939334, 2.637024, 2.092683], [2.294105, 3.339931, 3.282486], [0.494685, 2.663627, 1.687243], [2.312138, 1.181955, 1.975505]], "forces_ev_per_angstrom": [[0.2, -0.8, -0.6], [-0.2, 0.4, 0.9], [-0.2, -0.4, 0.4], [-0.3, -0.2, -0.6], [0.6, 0.0, 0.3], [-0.5, 0.5, 0.3], [0.5, 0.0, -0.7], [-1.0, -0.5, -0.5], [-0.3, 0.2, -0.8], [0.2, 0.0, -0.6], [0.1, 0.1, -0.2], [-1.2, -0.5, -0.3], [-0.4, -0.6, -0.1], [0.3, -0.1, -0.1], [-0.3, 0.2, 0.0], [0.0, 0.1, 0.0], [0.5, 0.2, 0.1], [0.2, -0.1, 0.5], [-0.1, 0.3, -0.2], [-0.3, -0.2, 0.2], [0.5, -0.1, 0.4], [0.1, 0.0, 0.0], [0.0, 0.2, 0.3], [-0.1, 0.0, 0.2], [-0.2, -0.3, 0.0], [0.0, 0.6, -0.1], [0.8, 0.2, 0.1], [0.8, 0.5, 0.1], [0.0, -0.4, -0.1], [0.3, 0.5, 0.3], [0.4, -0.2, 0.0], [-0.3, 0.0, -0.3], [-0.1, 0.1, 0.3], [0.3, -0.3, 0.2], [0.1, 0.4, -0.1], [-0.3, -0.1, -0.3], [-0.4, 0.2, 0.2], [-0.1, -0.2, -0.3], [0.4, 0.0, 0.1], [-0.3, 0.4, 0.0], [0.1, -0.2, 0.5], [0.1, -0.2, -0.4], [-0.4, -0.6, -0.2], [0.0, 0.0, -1.1], [1.1, -0.4, 1.0], [-0.7, 0.9, 0.7], [-1.1, -1.0, -0.7], [0.1, -0.3, -0.3], [1.2, 0.3, 0.8], [0.3, 1.4, 0.7]]}

Record 3
{"formula": "C12H25FN2O13P2", "method": "ωB97M-V/def2-TZVPD", "homo_ev": -9.380, "homo_lumo_gap_ev": 9.78, "elements": ["O", "O", "O", "O", "O", "F", "O", "O", "O", "O", "O", "O", "O", "O", "C", "C", "C", "N", "N", "C", "C", "C", "C", "C", "C", "C", "C", "C", "P", "P", "H", "H", "H", "H", "H", "H", "H", "H", "H", "H", "H", "H", "H", "H", "H", "H", "H", "H", "H", "H", "H", "H", "H", "H", "H"], "positions_angstrom": [[-5.854826, -3.112821, -0.628399], [2.221318, 4.791414, 2.262196], [-2.118431, -2.023271, 1.627319], [0.359102, -2.662308, -0.789164], [1.957755, -0.293973, -1.908977], [6.242507, 4.014448, -1.915843], [1.490173, 5.513070, 0.249727], [3.511599, 4.559577, -1.599731], [-1.893387, -1.438514, -1.576260], [1.888005, -3.953033, 0.504557], [0.603265, -1.946240, 1.582155], [0.543043, 0.233221, 0.065012], [2.984751, 0.859805, 0.202596], [2.574262, -1.619350, 0.028975], [-5.263211, -4.175910, -0.503319], [2.452661, 5.145672, 1.120893], [-3.095566, -2.210967, 0.903826], [-4.280805, -1.640375, 1.142170], [-3.942718, -4.280694, -0.340151], [-6.032658, -5.474175, -0.553974], [-4.555993, -0.709143, 2.232804], [5.806878, 4.687367, -0.815042], [2.968592, 2.124228, -0.466468], [3.907761, 5.274147, 0.693345], [4.254416, 2.844858, -0.041259], [4.341424, 4.336779, -0.456208], [-2.871914, -2.450717, -1.615203], [-2.951835, -3.187597, -0.272979], [1.339763, -2.498896, 0.294049], [1.978630, -0.241646, -0.436416], [0.651319, 5.367740, 0.713644], [3.457773, 5.499177, -1.844409], [-1.008729, -1.847776, -1.481467], [2.182721, -4.145820, -0.392801], [-0.318901, -2.272203, 1.495030], [0.620427, 0.211308, 1.026983], [-5.035306, -1.866349, 0.499744], [-3.579389, -5.216002, -0.256902], [-5.893247, -6.017292, 0.378606], [-7.090521, -5.252958, -0.692749], [-5.675787, -6.071300, -1.391247], [-4.433158, -1.215875, 3.191263], [-3.859271, 0.129892, 2.184546], [-5.576815, -0.332986, 2.151596], [6.460339, 4.448324, 0.029554], [5.893891, 5.760133, -1.009555], [2.956531, 2.015965, -1.557967], [2.082021, 2.695217, -0.171952], [4.539900, 5.091756, 1.567142], [4.060110, 6.312778, 0.393048], [4.360423, 2.766198, 1.045042], [5.086950, 2.289065, -0.483113], [-2.627665, -3.158009, -2.408259], [-3.835592, -1.991372, -1.837815], [-1.982587, -3.664568, -0.138190]], "forces_ev_per_angstrom": [[0.0, 0.4, 0.1], [-0.5, 0.1, -1.0], [0.5, 0.1, 0.2], [0.2, 0.7, -0.7], [0.1, 0.3, 0.9], [0.0, -0.4, -0.4], [0.6, -0.2, 0.2], [0.1, -0.3, 0.0], [-0.3, 0.1, 0.0], [1.3, 0.1, 1.1], [1.8, -0.8, 0.0], [1.2, -0.9, 0.8], [-0.6, -1.9, 0.0], [1.0, 0.4, 2.2], [-1.0, 0.1, -0.4], [0.6, -0.3, 1.6], [-0.1, -0.3, 0.4], [-0.4, 0.1, -0.4], [1.0, 0.0, 0.5], [0.1, 0.1, 0.0], [0.5, -0.2, -0.1], [-0.5, 0.4, 0.9], [0.4, 1.3, -0.2], [-0.2, 0.0, -0.6], [-0.2, -0.1, -0.3], [0.0, 0.4, -0.4], [0.4, 0.6, -0.1], [-0.4, -0.1, -0.5], [-4.4, -3.7, 0.5], [0.9, 5.4, -5.5], [0.0, 0.0, 0.0], [0.2, -0.4, 0.3], [-0.3, 0.2, 0.1], [0.2, -0.9, -0.2], [-1.0, 0.4, 0.3], [-0.9, 0.3, 0.6], [0.1, -0.1, 0.0], [0.0, 0.1, 0.1], [0.0, -0.2, 0.0], [0.2, 0.0, 0.0], [0.0, -0.2, 0.0], [0.0, 0.1, 0.0], [-0.1, 0.0, 0.1], [0.1, -0.2, -0.1], [0.0, -0.1, 0.0], [-0.1, 0.0, -0.1], [-0.1, -0.2, 0.3], [0.0, -0.2, 0.0], [-0.3, 0.0, 0.0], [0.1, 0.1, -0.2], [0.0, 0.1, -0.1], [0.0, 0.1, 0.0], [-0.2, -0.3, 0.0], [0.1, 0.0, 0.0], [-0.1, 0.0, 0.2]]}

Record 4
{"formula": "C12H25IN2O2", "method": "ωB97M-V/def2-TZVPD", "homo_ev": -6.103, "homo_lumo_gap_ev": 2.11, "elements": ["O", "C", "C", "C", "N", "I", "H", "H", "H", "H", "H", "H", "H", "C", "C", "C", "C", "C", "C", "N", "O", "C", "C", "C", "H", "H", "H", "H", "H", "H", "H", "H", "H", "H", "H", "H", "H", "H", "H", "H", "H", "H"], "positions_angstrom": [[1.149341, 0.824202, -4.240881], [-0.046582, 1.602997, -3.878796], [-1.251121, 1.084872, -4.915959], [-2.517356, 0.571799, -3.967577], [-3.849167, 0.903753, -4.667591], [-4.331383, 2.770505, -3.869551], [1.992579, 1.241136, -3.866246], [-0.318953, 1.342446, -2.750237], [0.070599, 2.763799, -3.978783], [-1.567897, 1.973009, -5.613614], [-0.844698, 0.232101, -5.607772], [-2.531844, 1.108645, -2.919377], [-2.443425, -0.594883, -3.913523], [-0.883291, -2.155391, 1.755312], [-0.156588, -1.080157, 0.904296], [1.275987, -1.567158, 0.561160], [2.225774, -1.503899, 1.750132], [2.253992, -0.094154, 2.338320], [0.845114, 0.438969, 2.708476], [-0.166831, 0.244280, 1.611085], [0.079067, 1.235509, 0.639294], [0.358411, -0.250656, 4.012591], [0.988909, 1.941451, 3.138016], [-0.999282, -1.069857, -0.418380], [-0.879216, -3.124744, 1.239555], [-0.430774, -2.347435, 2.722721], [-1.932720, -1.882079, 1.926616], [1.695095, -0.959410, -0.252108], [1.247267, -2.597111, 0.183069], [1.933496, -2.234446, 2.510836], [3.235519, -1.784889, 1.428058], [2.905460, -0.091065, 3.221125], [2.727904, 0.574337, 1.607027], [-0.713677, -0.088836, 4.172588], [0.875890, 0.150419, 4.893589], [0.560946, -1.320974, 4.039035], [1.442847, 2.563080, 2.357866], [1.637940, 2.039452, 4.016031], [0.012468, 2.376837, 3.396551], [-2.017974, -0.709259, -0.233920], [-1.080060, -2.079594, -0.837558], [-0.551768, -0.447597, -1.201479]], "forces_ev_per_angstrom": [[0.6, 1.8, 0.8], [-0.7, -0.5, 0.1], [0.6, 0.6, 0.8], [-0.8, 0.1, -0.9], [2.0, 0.9, 2.0], [-0.1, -1.1, -0.9], [-2.0, -0.7, -0.6], [0.4, 0.7, -2.4], [0.0, -2.2, 0.1], [0.4, -1.7, 1.5], [-0.8, 1.6, 1.6], [0.6, -1.5, -2.0], [-0.2, 2.1, 0.1], [0.0, -0.1, 0.3], [-1.4, -1.8, -0.5], [0.4, 0.3, 0.1], [0.0, 0.1, 0.0], [0.0, -0.2, -0.5], [0.1, 0.6, 2.3], [3.0, 2.8, -4.1], [-1.3, -2.6, 2.8], [-0.1, -0.3, 0.1], [-0.3, 0.0, -0.9], [0.4, 0.8, 0.1], [0.0, 0.4, -0.1], [0.0, 0.1, 0.0], [0.3, 0.1, -0.1], [-0.2, 0.1, 0.1], [-0.3, 0.2, 0.1], [0.0, 0.0, 0.0], [-0.1, 0.0, 0.1], [-0.3, 0.2, 0.0], [-0.3, 0.0, 0.1], [0.2, -0.1, -0.1], [0.0, 0.1, -0.4], [-0.1, 0.0, -0.1], [-0.3, -0.2, 0.0], [-0.2, -0.4, -0.1], [0.2, -0.2, -0.1], [0.2, 0.0, 0.0], [0.2, 0.1, 0.4], [0.0, 0.0, 0.3]]}

Record 5
{"formula": "C12H25InN2O3P2S2", "method": "ωB97M-V/def2-TZVPD", "homo_ev": [-9.803, -11.691], "de_lowest_ev": 0.7518, "charge": 1, "homo_lumo_gap_ev": [7.64, 7.75], "multiplicity": 2, "elements": ["In", "C", "C", "O", "P", "S", "S", "O", "C", "C", "H", "H", "H", "H", "H", "H", "H", "H", "H", "H", "N", "C", "C", "C", "C", "C", "N", "H", "H", "H", "H", "H", "H", "C", "P", "C", "C", "O", "H", "H", "H", "H", "H", "H", "H", "H", "H"], "positions_angstrom": [[-0.984914, 0.106137, -1.335439], [-3.106110, -2.860571, 3.814532], [-1.848220, -2.073970, 3.476207], [-2.220772, -1.123368, 2.444078], [-1.288951, 0.033571, 1.870325], [-2.465034, 1.162077, 0.638179], [0.348952, -0.630217, 0.852206], [-0.927816, 0.828606, 3.233252], [-0.253024, 2.113894, 3.100048], [0.075475, 2.754134, 4.403211], [-2.821133, -3.501145, 4.683254], [-3.425380, -3.465663, 2.918715], [-3.935932, -2.165836, 4.089626], [-0.930287, -2.566606, 3.192812], [-1.560220, -1.465312, 4.402918], [-0.879566, 2.796243, 2.457557], [0.642355, 1.893817, 2.519407], [-0.808808, 3.056553, 4.962862], [0.704623, 3.631083, 4.247559], [0.721736, 2.115050, 5.171999], [-0.533051, -0.933125, -4.054477], [-0.147648, -2.121997, -3.369836], [-0.021709, -3.397970, -3.939389], [0.280988, -4.428010, -3.084262], [0.565609, -4.259643, -1.733924], [0.330239, -2.990350, -1.284978], [-0.031288, -1.978721, -2.028662], [-0.898092, -1.184436, -4.957431], [0.144408, -0.222624, -3.985937], [-0.177919, -3.432200, -4.997995], [0.328995, -5.469523, -3.513605], [0.734426, -5.074462, -1.085170], [0.400865, -2.846152, -0.216633], [0.304250, 3.405408, -1.079813], [1.529975, 2.288982, -1.777889], [2.726188, 1.887974, -0.544271], [2.328496, 3.147896, -3.109091], [0.793089, 1.028047, -2.275749], [0.605138, 4.413793, -0.998103], [-0.148256, 2.953626, -0.181157], [-0.447964, 3.350807, -1.941103], [3.255497, 2.722176, -0.170560], [3.488058, 1.205537, -1.098814], [2.201489, 1.386663, 0.272917], [2.630298, 4.065624, -2.605354], [1.603092, 3.417541, -3.888324], [3.117852, 2.426659, -3.493702]], "forces_ev_per_angstrom": [[0.0, -0.6, 0.1], [0.3, -0.6, -0.5], [-0.2, 2.1, 2.0], [0.6, 0.5, -0.7], [-0.7, 0.2, 0.4], [0.5, -0.4, 0.6], [-0.6, 0.6, 0.9], [-0.1, 0.1, -0.7], [-0.1, 0.0, -1.3], [1.3, -1.0, 2.6], [-0.6, 0.2, -0.7], [0.2, 0.4, 1.1], [0.8, -0.6, -0.1], [-0.1, -0.8, -0.4], [-0.4, -0.7, -1.2], [0.4, -0.7, 0.7], [0.3, 0.2, 0.0], [-0.1, 0.0, -0.1], [-0.2, 0.1, -0.2], [-1.4, 0.9, -1.9], [-0.7, -2.8, 0.7], [-0.3, 0.2, 0.8], [-0.2, 2.0, 0.6], [0.6, -2.7, -1.0], [-1.1, 0.7, -1.8], [0.5, -0.9, 1.8], [-0.3, 1.3, -1.5], [0.2, 0.6, -0.4], [0.8, 1.1, -0.3], [0.0, -0.7, -0.4], [0.0, 1.2, 0.5], [0.4, -0.6, 0.5], [0.0, 0.4, 0.0], [-1.3, -1.7, -1.7], [-1.2, -0.3, 0.0], [1.0, -2.0, -1.3], [0.1, -0.9, -0.2], [0.5, 0.6, 0.3], [0.4, 1.1, 0.5], [0.1, 0.4, -0.3], [0.5, 0.3, 1.3], [0.5, 1.1, 0.3], [-1.2, 0.8, 1.3], [0.3, -0.2, -0.1], [0.9, 0.1, -0.5], [0.3, -0.3, 0.1], [-0.6, 1.4, 0.3]]}

Energy (computed, hartree): -1832.01492 -2322.06660 -2342.73855 -1029.55729 -2476.63626